Below is 11 unconnected molecules or ions with the total composition C40H84O20S9, with properties calculated with ωB97M-V/def2-TZVPD.

Each line ends with the Mulliken charge.
CARTESIAN COORDINATES (ANGSTROEM)
C 17.098 18.181 15.975  -0.49
C 16.170 18.280 17.195  -0.44
O 15.202 17.209 17.243  -0.06
H 17.771 19.062 16.146  0.39
H 16.559 18.130 15.017  -0.04
H 17.632 17.210 15.950  -0.02
H 15.713 19.258 17.243  0.48
H 16.820 18.173 18.092  0.22
H 14.607 17.371 16.506  0.05
C 9.768 13.119 14.650  -0.55
C 9.590 11.616 14.462  -0.46
O 9.378 11.308 13.123  -0.58
H 8.837 13.673 14.515  0.48
H 10.460 13.627 13.994  -0.01
H 9.992 13.376 15.681  0.23
H 8.731 11.220 15.002  0.39
H 10.432 11.042 14.787  0.20
H 10.166 11.457 12.571  0.11
C 13.426 9.168 9.131  -0.71
C 14.111 10.493 8.789  -0.87
C 14.408 11.274 10.063  0.04
S 13.262 10.528 11.305  1.06
O 12.451 11.545 11.890  -0.45
O 13.953 9.643 12.229  -0.48
C 12.400 9.403 10.301  -0.83
H 14.270 8.601 9.472  0.22
H 12.994 8.691 8.248  0.43
H 13.543 11.110 8.076  0.32
H 15.037 10.242 8.311  0.43
H 14.189 12.343 10.039  -0.02
H 15.416 11.211 10.505  0.29
H 11.488 9.963 9.968  0.30
H 12.167 8.605 11.051  0.52
C 17.335 6.709 12.774  -0.75
C 18.748 7.327 12.944  -0.58
C 18.886 8.450 11.850  -0.77
S 17.212 9.099 11.602  1.07
O 16.750 8.784 10.265  -0.74
O 17.054 10.460 12.064  -0.53
C 16.408 7.976 12.724  -0.66
H 17.084 6.117 13.690  0.36
H 17.272 6.120 11.904  0.39
H 19.444 6.545 12.863  0.42
H 18.850 7.791 13.902  0.18
H 19.268 8.257 10.853  0.45
H 19.479 9.301 12.235  0.29
H 15.430 7.855 12.326  0.48
H 16.424 8.452 13.708  0.30
C 11.076 15.079 11.254  1.96
C 9.543 14.842 11.140  -0.81
C 9.420 13.551 10.378  -0.31
S 10.684 13.581 9.179  1.01
O 10.076 14.155 7.985  -0.76
O 11.401 12.317 9.139  -0.53
C 11.726 14.760 9.928  -0.58
H 11.464 14.416 11.992  -1.22
H 11.267 16.151 11.527  -0.57
H 9.154 15.608 10.438  0.47
H 9.050 14.915 12.126  0.31
H 8.378 13.480 9.936  0.50
H 9.591 12.648 10.969  -0.06
H 11.719 15.679 9.343  0.43
H 12.677 14.292 9.961  0.09
C 16.263 15.127 21.104  -0.44
C 17.359 15.636 20.152  -1.04
C 16.988 15.159 18.785  0.39
S 16.455 13.488 18.988  1.29
O 17.444 12.496 18.719  -0.85
O 15.234 13.214 18.259  -0.47
C 16.013 13.678 20.703  -0.96
H 15.312 15.649 20.861  0.04
H 16.397 15.350 22.143  0.49
H 18.312 15.225 20.450  0.39
H 17.537 16.685 20.262  0.44
H 17.739 15.176 17.992  0.55
H 16.133 15.669 18.381  -0.83
H 16.696 13.030 21.258  0.52
H 14.987 13.363 20.717  0.31
C 19.173 11.044 16.088  -0.08
C 19.748 11.265 14.670  0.46
C 20.059 12.762 14.352  -0.91
S 19.906 13.552 15.980  1.15
O 18.517 14.050 16.054  -0.30
O 21.025 14.452 16.164  -0.84
C 19.887 12.081 16.950  -0.88
H 19.310 10.034 16.488  0.60
H 18.164 11.385 16.132  -0.32
H 19.048 10.880 13.934  -0.54
H 20.654 10.639 14.618  0.50
H 19.364 13.180 13.674  0.20
H 21.026 13.065 13.933  0.44
H 19.546 12.421 17.900  0.35
H 20.947 11.761 17.048  0.40
C 12.424 9.363 18.263  -0.72
C 13.612 10.276 18.069  0.55
C 14.797 9.769 18.842  -0.45
S 14.076 9.208 20.360  1.18
O 14.281 10.204 21.403  -0.64
O 14.407 7.814 20.509  -0.69
C 12.342 9.269 19.769  -0.78
H 12.550 8.359 17.901  0.36
H 11.544 9.769 17.709  0.25
H 13.362 11.316 18.426  -0.44
H 13.917 10.364 17.050  0.30
H 15.520 10.547 19.151  -0.08
H 15.323 8.915 18.411  0.42
H 11.831 10.069 20.376  0.31
H 11.979 8.287 20.146  0.47
C 14.503 12.632 14.900  0.66
C 16.010 13.017 14.813  1.20
C 16.317 13.431 13.379  -1.48
S 14.972 14.588 13.076  1.17
O 14.419 14.417 11.736  -0.71
O 15.393 15.928 13.433  -0.58
C 13.814 13.841 14.229  1.08
H 14.107 12.580 15.972  -0.51
H 14.364 11.727 14.302  0.33
H 16.649 12.219 15.155  -0.40
H 16.168 13.848 15.552  -0.68
H 16.307 12.745 12.544  -0.13
H 17.185 14.022 13.354  0.94
H 12.987 13.621 13.591  -0.57
H 13.489 14.600 14.905  -0.61
C 12.891 19.117 11.658  -0.81
C 11.927 19.903 12.578  -0.57
C 11.368 18.916 13.586  -0.97
S 12.706 17.809 14.026  1.47
O 12.221 16.405 14.125  -0.46
O 13.279 18.337 15.251  -1.00
C 13.692 18.078 12.572  -0.48
H 13.667 19.684 11.261  0.49
H 12.293 18.688 10.861  0.22
H 11.086 20.281 11.972  0.37
H 12.476 20.711 13.147  0.26
H 10.644 18.183 13.201  0.33
H 11.016 19.351 14.498  0.59
H 13.876 17.106 12.155  0.02
H 14.609 18.487 12.898  0.68
C 12.947 15.385 19.404  0.60
C 12.667 14.766 18.051  0.77
C 11.733 15.722 17.341  0.13
S 10.547 16.190 18.541  1.14
O 9.749 14.999 18.851  -0.68
O 9.923 17.451 18.210  -0.73
C 11.848 16.395 19.765  -1.16
H 13.840 16.002 19.188  -0.65
H 13.099 14.654 20.186  0.50
H 12.134 13.835 18.178  0.15
H 13.590 14.559 17.487  -0.96
H 11.267 15.527 16.373  0.29
H 12.296 16.633 17.128  -0.21
H 11.444 16.281 20.784  0.47
H 12.228 17.399 19.660  0.39

Summary:
Total energy = -6662.84182 Eh
HOMO level = -10.0 eV
Lowest unoccupied orbital energy = 0.077 eV
Molar mass = 1173.69 g mol⁻¹